C26H24N3O2PtS2 | the ωB97M-V functional and the def2-TZVPD basis

```
58
Properties=species:S:1:pos:R:3:lowdin_charge:R:1
Pt -0.03 0.48 -0.45 1.119
C -2.31 2.14 0.42 -0.019
N -1.95 1.22 -0.71 -0.296
C -2.88 0.05 -0.74 -0.166
C -2.57 -0.89 0.40 -0.123
N -1.13 -1.30 0.39 -0.232
C -0.71 -1.60 1.79 -0.036
C -0.96 -2.48 -0.48 -0.270
C -1.28 -3.75 -0.03 -0.023
C -1.17 -4.84 -0.89 -0.059
C -0.74 -4.64 -2.19 -0.061
C -0.43 -3.37 -2.64 -0.095
C -0.55 -2.28 -1.79 -0.546
S -0.22 -0.68 -2.45 0.739
C -1.98 2.03 -1.95 -0.315
C -3.15 2.20 -2.67 -0.014
C -3.15 3.05 -3.76 -0.054
C -1.99 3.73 -4.12 -0.057
C -0.82 3.54 -3.40 -0.083
C -0.81 2.69 -2.31 -0.576
S 0.67 2.45 -1.37 0.732
H -3.32 2.52 0.23 0.116
H -1.60 2.96 0.43 0.095
H -2.26 1.62 1.37 0.086
H -2.74 -0.45 -1.70 0.104
H -3.91 0.40 -0.67 0.135
H -3.19 -1.78 0.28 0.145
H -2.80 -0.46 1.37 0.127
H -1.33 -2.37 2.22 0.098
H -0.80 -0.70 2.39 0.086
H 0.33 -1.94 1.78 0.112
H -1.63 -3.92 0.98 0.113
H -1.41 -5.83 -0.53 0.113
H -0.64 -5.49 -2.86 0.115
H -0.10 -3.22 -3.66 0.110
H -4.06 1.69 -2.40 0.117
H -4.06 3.19 -4.34 0.114
H -1.99 4.39 -4.98 0.116
H 0.09 4.05 -3.69 0.114
O 1.18 0.87 3.32 0.125
C 1.07 0.80 2.12 -0.597
O 0.09 1.30 1.43 -0.207
C 2.15 0.10 1.30 -0.174
C 3.30 -0.35 1.95 0.034
C 4.30 -0.88 1.19 0.042
C 4.20 -0.85 -0.22 -0.134
C 5.29 -1.26 -1.03 -0.015
C 5.25 -1.09 -2.38 -0.047
C 4.12 -0.48 -2.96 -0.037
C 3.04 -0.10 -2.22 -0.057
C 3.03 -0.33 -0.82 -0.169
N 1.96 0.02 -0.01 -0.006
H 3.34 -0.26 3.02 0.134
H 5.20 -1.28 1.64 0.134
H 6.16 -1.67 -0.54 0.123
H 6.08 -1.39 -2.99 0.116
H 4.12 -0.28 -4.03 0.119
H 2.23 0.42 -2.69 0.035
```

Summary:
**Maximum force**: 0.5 eV/A
**HOMO energy**: -10.902 eV
**LUMO**: -0.133 Eh
**Orbital gap**: 0.2681 Ha
**Net charge**: +1


C3H6O2 | the ωB97M-V functional and the def2-TZVPD basis

```
11
Properties=species:S:1:pos:R:3:lowdin_charge:R:1
C -1.56 -0.25 -0.01 -0.029
C -0.06 -0.08 0.08 -0.411
O 0.43 0.70 1.12 -0.048
C 0.79 -0.54 -0.82 0.040
O 1.94 0.74 0.98 -0.018
H -2.02 -0.55 0.92 0.076
H -1.78 -1.00 -0.78 0.086
H -2.02 0.69 -0.34 0.088
H 1.78 -0.10 -0.89 0.060
H 0.50 -1.26 -1.55 0.062
H 2.00 1.64 1.28 0.095
```

Summary:
**Maximum force**: 2.4 eV/A
**Structure (SMILES)**: C=C(C)OO
**HOMO energy**: -8.869 eV
**LUMO**: 0.032 Eh
**Orbital gap**: 0.3577 Ha
**Net charge**: 0


C35H37FNO3SeW | the ωB97M-V functional and the def2-TZVPD basis

```
79
Properties=species:S:1:pos:R:3:lowdin_charge:R:1
W 8.08 12.00 11.67 1.353
C 6.85 9.97 12.02 -0.165
C 5.98 11.07 11.64 -0.174
C 5.87 12.07 12.65 -0.205
C 6.35 11.83 13.96 -0.101
C 6.87 10.61 14.34 -0.057
C 7.07 9.64 13.37 -0.042
H 7.17 9.30 11.21 0.126
H 5.47 11.21 10.66 0.139
H 5.33 13.00 12.42 0.132
H 6.18 12.64 14.67 0.126
H 6.98 10.41 15.42 0.137
H 7.39 8.62 13.62 0.136
C 13.69 7.32 12.57 -0.038
C 14.42 8.51 11.84 -0.314
C 15.69 8.90 12.59 -0.155
C 16.60 9.77 11.75 -0.138
C 15.82 10.87 11.12 -0.130
C 16.48 11.94 10.53 0.061
C 15.75 12.97 9.94 -0.232
F 16.38 14.09 9.49 0.062
C 14.37 13.00 9.91 0.074
C 13.66 11.94 10.53 -0.029
C 12.14 11.93 10.39 -0.305
O 11.49 12.89 9.89 0.015
C 11.57 10.82 11.13 -0.040
C 12.33 9.68 11.41 0.058
N 13.68 9.73 11.60 0.010
C 14.39 10.86 11.10 -0.044
C 10.11 10.87 11.45 -0.568
O 9.24 10.52 10.61 -0.039
O 9.71 11.14 12.65 -0.108
H 14.45 6.62 12.87 0.069
H 12.98 6.74 11.97 0.083
H 13.12 7.64 13.45 0.088
H 14.64 8.04 10.88 0.157
H 16.26 8.02 12.95 0.131
H 15.38 9.49 13.49 0.150
H 17.12 9.15 11.03 0.122
H 17.36 10.14 12.48 0.142
H 17.56 12.04 10.61 0.138
H 13.82 13.82 9.51 0.129
H 11.83 8.74 11.65 0.144
C 11.50 19.51 10.99 -0.055
C 10.76 18.27 11.43 -0.248
C 9.38 18.13 11.32 -0.034
C 8.71 17.01 11.76 -0.289
C 7.20 17.16 11.88 -0.066
C 9.44 15.83 12.09 -0.359
Se 8.47 14.19 12.89 0.764
C 10.85 15.90 12.09 -0.297
C 11.58 14.70 12.66 -0.084
C 11.50 17.08 11.76 0.003
H 10.88 20.38 11.24 0.079
H 11.78 19.49 9.93 0.087
H 12.42 19.56 11.66 0.102
H 8.82 19.03 10.99 0.127
H 6.93 18.23 11.86 0.083
H 6.95 16.77 12.88 0.059
H 6.63 16.56 11.17 0.077
H 11.52 13.83 11.99 0.051
H 11.12 14.35 13.57 0.042
H 12.64 14.98 12.81 0.092
H 12.60 17.08 11.74 0.120
C 9.32 11.40 7.15 -0.053
C 8.13 12.41 7.26 -0.586
C 8.65 13.74 6.58 -0.043
C 6.87 11.84 6.55 -0.051
C 7.85 12.70 8.71 -0.013
C 7.64 12.84 9.96 -0.205
H 9.73 11.37 6.14 0.086
H 9.05 10.37 7.39 0.079
H 10.14 11.68 7.86 0.079
H 8.85 13.49 5.52 0.090
H 9.60 14.05 7.07 0.092
H 7.85 14.51 6.71 0.094
H 7.15 11.44 5.55 0.095
H 6.15 12.67 6.32 0.092
H 6.37 11.12 7.25 0.092
```

Summary:
**Maximum force**: 3.8 eV/A
**<S²>**: 2.055
**HOMO energy (alpha / beta)**: -10.225 / -10.444 eV
**LUMO (alpha / beta)**: -0.160 / -0.161 Eh
**Orbital gap (alpha / beta)**: 0.2153 / 0.2225 Ha
**Net charge**: +1
**2S+1**: 3


C5H14N2OP | the ωB97M-V functional and the def2-TZVPD basis

```
23
Properties=species:S:1:pos:R:3:lowdin_charge:R:1
C 0.65 0.85 -0.07 -0.551
C -2.98 -0.69 -0.42 -0.073
C -1.47 -0.73 -0.18 -0.302
C -0.85 0.59 -0.47 -0.119
C 1.92 -0.10 0.08 -0.439
N 0.72 0.80 1.37 0.114
N 3.04 0.47 -0.03 0.125
O 1.02 2.01 -0.60 0.071
P 1.78 -1.89 0.71 0.964
H -3.17 -0.56 -1.58 0.138
H -3.40 0.01 0.28 0.074
H -3.43 -1.61 -0.12 0.062
H -1.25 -1.10 0.84 0.097
H -0.95 -1.41 -0.79 0.082
H -0.90 0.92 -1.50 0.134
H -1.44 1.24 0.08 0.109
H 1.03 1.65 1.81 0.133
H 0.05 0.20 1.91 0.142
H 3.28 1.27 -0.66 0.162
H 0.27 2.43 -1.05 0.135
H 3.91 -0.09 0.36 0.186
H 0.44 -1.78 0.60 -0.159
H 1.75 -2.48 -0.54 -0.085
```

Summary:
**Maximum force**: 5.3 eV/A
**HOMO energy**: -13.902 eV
**LUMO**: -0.114 Eh
**Orbital gap**: 0.3966 Ha
**Net charge**: +1